Record 1
{
  "formula": "C31H30CsOPS",
  "method": "ωB97M-V/def2-TZVPD",
  "species": ["C", "H", "H", "H", "C", "C", "H", "H", "C", "H", "H", "O", "C", "H", "H", "C", "H", "H", "C", "C", "C", "H", "H", "H", "C", "C", "H", "H", "C", "H", "H", "H", "C", "C", "C", "H", "C", "H", "Cs", "C", "C", "C", "C", "H", "H", "C", "H", "C", "C", "S", "H", "C", "C", "H", "C", "C", "P", "H", "H", "H", "C", "C", "C", "C", "H"],
  "xyz": [[3.885, 5.026, 2.493], [0.415, -2.977, 0.130], [-3.654, -1.190, -2.792], [1.139, 5.975, 2.071], [-3.747, 0.786, -3.647], [-2.895, -4.536, -2.433], [-1.084, -1.178, 2.721], [-3.627, 2.789, -4.361], [-3.219, -0.199, -2.785], [3.699, 4.715, 3.519], [-4.868, -4.454, 0.316], [2.716, 2.818, 1.684], [0.835, -1.223, 3.678], [-1.917, 4.424, -3.545], [0.019, 4.928, -2.127], [-0.529, 1.703, -1.077], [0.925, 3.115, -0.548], [-1.400, -3.075, -2.920], [-0.447, 3.948, -2.066], [-3.364, -3.006, -0.170], [-4.108, -4.155, -0.395], [0.291, -0.078, -3.004], [4.863, 4.682, 2.164], [2.691, -3.628, -0.537], [3.071, -1.838, 2.982], [2.174, -2.855, -1.091], [2.564, -0.721, -3.684], [-2.707, -5.132, -3.318], [0.806, -0.869, -2.476], [1.321, -3.024, 2.624], [3.823, 6.110, 2.398], [3.093, 1.165, 4.530], [3.576, -0.660, 3.515], [-2.139, 2.397, -2.838], [1.714, -2.114, 3.064], [-0.858, -2.548, 3.803], [-2.386, -2.602, -1.076], [0.366, 4.447, 1.584], [1.419, 0.647, 0.747], [0.884, -2.498, -0.725], [2.714, 0.230, 4.139], [0.038, 2.959, -1.186], [2.096, -1.224, -2.848], [-4.574, 0.526, -4.296], [-3.539, -2.409, 0.718], [-0.646, -1.487, 3.675], [-4.446, -5.823, -1.702], [-3.872, -4.923, -1.526], [1.186, 4.890, 2.148], [2.691, 4.273, 1.376], [0.689, 0.656, 4.697], [1.359, -0.054, 4.226], [-3.222, 2.048, -3.680], [4.630, -0.430, 3.428], [0.179, -1.505, -1.406], [-2.174, 0.107, -1.948], [-1.463, -1.055, -0.722], [3.729, -2.536, 2.480], [1.159, 4.565, 3.187], [-1.150, -0.937, 4.470], [-2.160, -3.381, -2.211], [-1.619, 1.422, -1.940], [2.786, -2.214, -2.160], [-1.527, 3.674, -2.865], [3.791, -2.484, -2.459]],
  "lowdin_charge": [-0.25, 0.10, 0.09, 0.06, -0.09, -0.08, 0.07, 0.11, -0.08, 0.06, 0.10, -0.79, -0.33, 0.10, 0.09, -0.30, 0.00, 0.11, -0.11, -0.11, -0.09, 0.11, 0.05, 0.10, -0.10, -0.10, 0.11, 0.10, -0.10, 0.11, 0.06, 0.10, -0.11, -0.18, -0.09, 0.08, -0.40, 0.05, 1.20, -0.16, -0.11, -0.22, -0.08, 0.10, 0.09, -0.04, 0.10, -0.09, -0.24, 0.82, 0.12, -0.09, -0.05, 0.11, -0.48, -0.32, 1.06, 0.11, 0.06, 0.08, -0.09, -0.27, -0.09, -0.06, 0.10],
  "total_energy_ha": -2034.1472,
  "relative_energy_kj_mol": 39.7,
  "gap_ev": 6.120
}

Record 2
{
  "formula": "C31H30F6N3O2S",
  "method": "ωB97M-V/def2-TZVPD",
  "species": ["C", "H", "N", "C", "C", "C", "H", "H", "C", "H", "F", "H", "C", "H", "C", "H", "H", "C", "C", "H", "C", "H", "C", "C", "H", "H", "F", "C", "H", "H", "C", "C", "H", "F", "C", "H", "H", "H", "C", "F", "C", "C", "C", "C", "H", "H", "N", "H", "H", "H", "H", "O", "H", "C", "H", "S", "H", "O", "C", "H", "C", "C", "N", "C", "C", "H", "F", "C", "C", "C", "F", "C", "H"],
  "xyz": [[3.303, -1.175, -0.338], [5.251, -1.266, 0.604], [4.169, 3.036, 0.479], [4.592, 7.929, 0.558], [3.743, 6.690, 0.746], [-5.469, -0.218, 1.223], [1.615, 3.558, 1.259], [-3.353, -8.785, -2.781], [-4.540, -4.251, -0.096], [-2.212, 2.683, 1.063], [4.008, 8.721, -0.362], [-1.970, 1.908, 2.641], [2.523, -3.261, -1.243], [-3.807, 3.150, 3.470], [-4.893, -1.280, 0.578], [3.593, -0.388, -2.370], [-2.227, -6.310, -3.827], [-2.844, -2.423, -0.297], [-3.670, -7.759, -3.000], [1.446, -3.213, -1.434], [-4.345, -6.183, -1.497], [2.792, -4.319, -1.132], [4.304, 5.451, 0.550], [3.317, -2.576, -2.370], [2.427, -0.508, -0.336], [1.971, 7.770, 1.244], [5.819, 7.556, 0.143], [-3.495, -1.338, 0.336], [5.022, 3.078, -0.081], [-4.159, 3.776, 1.848], [3.564, 4.290, 0.736], [-5.052, -5.437, -0.549], [2.682, -2.383, -3.242], [4.675, 8.573, 1.738], [-3.931, 2.867, 2.419], [2.055, -2.523, 0.667], [-4.117, -7.744, -4.004], [4.134, -3.220, -2.714], [3.833, 1.763, 0.858], [0.130, 5.683, 3.049], [3.867, -1.263, -1.771], [-2.523, -6.744, -2.865], [1.667, 5.660, 1.304], [-2.709, 2.118, 1.860], [-6.524, -0.189, 1.426], [5.334, 5.389, 0.246], [4.630, 0.747, 0.440], [5.435, 0.924, -0.162], [4.960, -1.284, -1.729], [-5.987, -5.823, -0.182], [-1.640, -4.174, -1.893], [-5.071, 2.009, 2.309], [3.954, -0.774, 1.677], [-3.092, -5.713, -1.948], [-1.652, -0.216, 0.548], [2.505, 1.442, 1.804], [-5.018, -3.764, 0.736], [-4.697, -7.396, -2.070], [-2.594, -4.510, -1.528], [-1.832, -2.229, -0.608], [-3.340, -3.706, -0.627], [-3.298, 0.845, 1.347], [2.837, -2.542, 0.005], [-4.679, 0.861, 1.632], [2.420, 6.800, 1.117], [-1.635, -7.198, -2.411], [-0.312, 6.892, 1.253], [0.212, 5.738, 1.707], [-2.712, -0.221, 0.723], [2.237, 4.423, 1.124], [-0.433, 4.685, 1.167], [4.338, -0.663, 0.659], [-5.532, -2.045, 0.176]],
  "lowdin_charge": [-0.36, 0.13, 0.07, -0.56, -0.10, 0.04, 0.02, 0.13, 0.00, 0.12, 0.15, 0.14, -0.22, 0.13, 0.01, 0.11, 0.13, 0.11, -0.13, 0.09, -0.14, 0.10, 0.05, -0.16, 0.11, 0.14, 0.13, -0.18, 0.15, 0.13, -0.19, 0.04, 0.10, 0.16, -0.12, 0.11, 0.13, 0.11, -0.78, 0.16, -0.14, -0.08, -0.10, -0.07, 0.13, 0.13, 0.00, 0.15, 0.11, 0.13, 0.13, 0.03, 0.09, -0.14, 0.13, 0.70, 0.11, 0.02, 0.06, 0.12, -0.18, -0.13, -0.03, -0.14, 0.05, 0.13, 0.15, -0.56, 0.06, 0.00, 0.13, -0.20, 0.11],
  "total_energy_ha": -2511.2127,
  "charge": 1,
  "gap_ev": 4.995
}

Record 3
{
  "formula": "C31H30FNO5PdSb",
  "method": "ωB97M-V/def2-TZVPD",
  "species": ["C", "O", "C", "H", "C", "C", "H", "C", "C", "H", "H", "C", "C", "C", "C", "H", "H", "H", "H", "H", "H", "C", "H", "C", "H", "O", "C", "H", "C", "H", "C", "C", "H", "C", "Pd", "O", "H", "C", "C", "C", "H", "H", "H", "C", "H", "O", "H", "C", "C", "H", "C", "C", "H", "C", "H", "C", "H", "C", "O", "H", "H", "H", "C", "H", "H", "C", "Sb", "N", "C", "F"],
  "xyz": [[0.908, -4.511, -1.309], [2.275, -1.881, -1.531], [1.923, -5.423, -1.194], [4.659, -1.151, -1.574], [-0.072, 2.698, 3.295], [0.323, -3.911, -0.156], [-1.178, -2.786, -1.231], [-1.918, 2.441, -1.212], [-5.187, -1.030, 1.466], [-3.310, 3.069, 0.320], [0.348, 1.936, 5.253], [-0.839, 0.106, 2.672], [1.857, -5.188, 1.242], [2.582, -0.772, -2.052], [3.837, 2.110, -1.274], [4.790, 1.246, 0.999], [-5.669, -1.042, 2.433], [-3.541, 0.145, 2.158], [2.786, 2.898, 0.467], [-2.781, 5.757, -2.957], [-0.550, 3.188, 1.270], [-0.005, 1.701, 4.259], [-1.266, -2.692, 0.613], [-0.518, 2.403, 2.017], [2.468, 3.708, -1.077], [2.655, 1.117, 2.159], [-0.383, 0.404, 3.948], [3.701, 2.099, -2.355], [2.621, 2.735, -0.596], [4.717, 2.722, -1.052], [-2.538, 4.825, -2.466], [-3.134, 4.509, -1.254], [-1.182, 4.195, -4.005], [-3.358, -0.341, 0.063], [0.675, -0.885, -0.379], [1.476, 1.914, -0.698], [0.545, -4.224, -2.286], [0.835, -4.282, 1.123], [2.386, -5.741, 0.080], [4.035, -0.318, -1.889], [-5.620, -2.146, -1.701], [-0.626, 2.068, -2.896], [4.805, -0.539, 0.587], [-3.980, -0.363, 1.307], [2.377, -5.890, -2.056], [1.752, 0.018, -2.551], [0.408, -3.832, 2.009], [-5.776, -1.672, 0.387], [-1.325, 2.751, -2.429], [1.485, 1.486, -1.569], [-0.920, 1.105, 1.706], [-2.834, 3.310, -0.624], [2.259, -5.481, 2.201], [-3.954, -0.987, -1.020], [0.230, 3.707, 3.540], [4.336, 0.430, 0.444], [-6.717, -2.189, 0.515], [-5.161, -1.649, -0.857], [2.248, -0.847, 1.082], [-3.489, -0.980, -1.999], [4.408, 0.096, -2.826], [-3.839, 5.194, -0.803], [2.796, 0.221, 1.386], [-0.325, -0.376, 4.695], [-1.141, -0.913, 2.444], [-1.637, 3.949, -3.055], [-1.533, 0.635, -0.251], [4.109, 0.731, -0.871], [-0.697, -2.964, -0.273], [3.387, -6.617, 0.192]],
  "lowdin_charge": [-0.03, -0.05, 0.02, 0.14, -0.07, -0.32, 0.06, -0.39, -0.07, 0.11, 0.11, -0.15, 0.01, -0.63, -0.10, 0.13, 0.11, 0.10, 0.12, 0.11, 0.10, -0.06, 0.05, -0.12, 0.13, 0.14, -0.07, 0.13, -0.20, 0.14, -0.06, -0.07, 0.11, -0.39, 0.86, -0.13, 0.12, -0.01, -0.25, -0.02, 0.11, 0.10, 0.14, -0.12, 0.13, -0.03, 0.12, -0.06, -0.13, 0.02, -0.39, -0.12, 0.13, -0.14, 0.11, 0.01, 0.11, -0.07, -0.05, 0.10, 0.14, 0.11, -0.54, 0.11, 0.09, -0.07, 1.60, -0.09, -0.05, 0.09],
  "total_energy_ha": -2097.8548,
  "charge": 1,
  "relative_energy_kj_mol": 108.6,
  "s_squared": 6.05,
  "gap_ev": [7.798, 5.820],
  "multiplicity": 5
}